{
  "formula": "H28O14",
  "method": "the ωB97M-V functional and the def2-TZVPD basis",
  "fmax_ev_per_a": 8.7,
  "molar_mass_g_mol": 252.2,
  "homo_lumo_gap_ev": 9.58,
  "e_above_lowest_ev": 7.539,
  "e_homo_ha": -0.377,
  "species": ["H", "H", "H", "H", "H", "H", "H", "H", "H", "H", "H", "H", "H", "H", "H", "H", "H", "H", "H", "H", "H", "H", "H", "H", "H", "H", "H", "H", "O", "O", "O", "O", "O", "O", "O", "O", "O", "O", "O", "O", "O", "O"],
  "coordinates": [[-0.318, -0.605, -0.128], [0.111, 0.680, 0.214], [-5.372, 0.833, 0.969], [-4.131, 0.234, 0.196], [2.792, -0.470, -1.437], [1.352, 0.120, -1.683], [3.681, -0.232, 2.945], [3.250, -1.475, 2.209], [-2.150, -0.948, -3.129], [-3.428, -0.314, -2.793], [-2.977, -3.824, 0.648], [-1.529, -3.838, 0.369], [0.331, 1.919, -1.485], [1.641, 1.653, -0.937], [0.150, -2.404, 2.696], [-1.381, -2.475, 2.500], [4.170, -1.671, -1.268], [5.515, -1.455, -1.892], [0.050, -1.619, -2.475], [0.308, -3.157, -2.929], [0.925, 2.136, 1.778], [0.488, 3.101, 2.887], [-2.803, 1.854, -0.091], [-2.901, 3.139, 0.757], [0.741, 0.757, 3.418], [-0.666, 0.469, 3.008], [0.983, 4.275, -0.961], [2.051, 4.686, -2.046], [0.288, -0.014, -0.478], [-5.060, 0.331, 0.147], [1.879, -0.575, -1.214], [3.427, -1.137, 3.176], [-3.041, -0.987, -3.366], [-2.272, -4.434, 0.333], [1.213, 2.330, -1.364], [-0.498, -2.634, 2.090], [4.645, -1.804, -2.140], [0.382, -2.535, -2.225], [0.147, 2.581, 2.120], [-3.396, 2.249, 0.561], [0.221, 0.390, 2.658], [1.184, 4.868, -1.639]],
  "forces_ev_per_angstrom": [[-2.00, -2.91, 0.80], [0.35, -0.40, -0.71], [1.16, -1.05, -1.93], [1.15, 0.06, 0.55], [1.09, -0.01, -1.21], [1.85, -1.47, 0.06], [0.09, -0.03, 0.46], [0.32, 0.54, 2.85], [2.36, -0.20, 0.40], [-0.39, -0.08, -0.16], [0.34, -0.93, -0.42], [0.98, 0.09, -0.06], [0.50, 0.70, -0.16], [2.14, -2.36, 1.75], [1.82, 0.89, 1.91], [1.31, -0.23, -0.25], [0.53, -0.68, -1.57], [-0.03, -0.19, -0.44], [0.85, -2.27, 0.02], [-0.42, -0.25, -1.07], [-0.05, 0.02, -0.01], [-0.45, -0.31, -1.05], [-0.13, 0.07, -0.04], [-1.39, -2.43, -0.39], [-0.50, -0.70, -1.10], [-0.45, 0.09, -0.22], [0.15, -1.70, 1.27], [-0.84, -0.33, 0.70], [-5.94, 4.98, 3.84], [-2.73, 0.43, 1.27], [4.61, -0.29, -2.52], [-0.46, -0.49, -3.33], [-2.06, 0.27, -0.24], [-1.31, 0.79, 0.45], [-2.40, 1.50, -1.47], [-3.19, -0.58, -1.77], [-0.37, 0.70, 2.07], [-0.62, 2.11, 0.93], [0.36, 2.80, 0.53], [2.03, 2.90, 0.57], [1.09, -1.79, 1.80], [0.64, 2.74, -2.10]],
  "mulliken_charge": [0.091, 0.208, 0.303, 0.313, 0.238, 0.316, 0.296, 0.331, 0.297, 0.308, 0.295, 0.321, 0.273, 0.316, 0.244, 0.296, 0.289, 0.324, 0.278, 0.263, 0.318, 0.283, 0.265, 0.297, 0.310, 0.296, 0.333, 0.294, -0.451, -0.600, -0.492, -0.629, -0.615, -0.618, -0.576, -0.556, -0.600, -0.509, -0.582, -0.593, -0.570, -0.604]
}